C15H28BN9O4RuS3 | ωB97M-V/def2-TZVPD

Kohn-Sham gap (alpha / beta): 5.392 / 5.575 eV
Spin multiplicity: 2
⟨S²⟩: 0.769
Total charge: +1

Structure (XYZ):
```
61
Properties=species:S:1:pos:R:3:mulliken_charge:R:1
Ru -0.499 -0.371 -0.533 0.463
C -0.638 1.223 4.484 -0.911
N -1.657 1.253 3.454 0.244
C -3.021 1.221 3.689 -0.498
C -3.623 1.270 2.483 -0.784
N -2.641 1.347 1.517 0.401
B -2.862 1.284 -0.009 0.079
N -2.169 2.545 -0.632 0.585
C -2.539 3.837 -0.320 -0.623
C -1.776 4.684 -1.041 -0.637
N -0.922 3.898 -1.792 0.173
C 0.057 4.408 -2.734 -0.941
C -1.177 2.602 -1.522 0.233
S -0.339 1.255 -2.218 -0.713
C -1.444 1.323 2.122 -0.040
S 0.080 1.340 1.334 -0.674
H -0.794 0.359 5.129 0.343
H -0.674 2.133 5.081 0.331
H 0.332 1.148 4.001 0.265
H -3.422 1.166 4.685 0.488
H -4.664 1.262 2.218 0.520
H -4.043 1.305 -0.235 -0.164
H -2.385 0.270 -0.512 -0.141
H -3.319 4.038 0.393 0.481
H -1.755 5.757 -1.095 0.496
H 0.747 5.077 -2.222 0.346
H -0.442 4.946 -3.538 0.355
H 0.605 3.569 -3.152 0.311
N 2.452 0.931 -0.315 -0.249
N 3.135 0.402 -1.391 -0.344
C 2.782 -0.735 -1.980 0.313
N 3.544 -1.151 -2.985 -0.365
N 1.608 -1.345 -1.568 0.638
N 1.368 -2.527 -2.080 0.658
O 0.207 -2.992 -1.771 -0.402
O 2.098 -3.211 -2.765 -0.820
H 1.786 1.638 -0.619 0.210
H 3.094 1.247 0.398 0.242
H 3.802 0.977 -1.891 0.220
H 4.382 -0.644 -3.219 0.195
H 3.371 -2.042 -3.419 0.187
C -0.891 -1.529 -3.526 -1.307
C -0.960 -1.813 -2.058 1.210
O -1.892 -1.868 -1.296 -0.492
H -1.769 -0.939 -3.773 0.396
H -0.900 -2.462 -4.093 0.396
H -0.007 -0.953 -3.792 0.302
O -0.857 -1.544 1.192 -0.519
S -0.042 -2.342 2.191 0.113
C 0.154 -4.024 1.543 -0.389
C 1.603 -4.405 1.803 -0.789
C 2.430 -3.186 1.399 -0.365
C 1.730 -1.958 1.980 0.310
H -0.080 -3.953 0.480 0.035
H -0.577 -4.667 2.029 0.475
H 1.879 -5.303 1.250 0.382
H 1.755 -4.621 2.863 0.329
H 2.468 -3.116 0.313 -0.057
H 3.458 -3.258 1.754 0.435
H 1.738 -1.068 1.350 -0.506
H 2.113 -1.688 2.964 0.574
```

***

C4H13N | ωB97M-V/def2-TZVPD

Kohn-Sham gap: 9.770 eV
Spin multiplicity: 1

Structure (XYZ):
```
18
Properties=species:S:1:pos:R:3:mulliken_charge:R:1
C -1.616 0.584 0.920 -0.008
C -2.533 -0.035 -0.147 -0.939
H -1.771 1.679 1.119 0.288
H -1.895 0.115 1.951 0.216
H -0.597 0.435 0.676 -0.347
H -3.603 0.407 -0.080 0.288
H -2.664 -1.131 -0.017 0.254
H -2.222 0.094 -1.183 0.306
C 1.896 0.954 0.067 -0.702
N 1.514 -0.438 0.314 -0.287
C 1.334 -1.261 -0.920 -0.714
H 1.094 1.766 0.460 0.178
H 2.295 1.087 -1.033 0.242
H 2.809 1.006 0.730 0.286
H 2.084 -0.825 1.020 0.237
H 1.548 -0.648 -1.877 0.238
H 2.031 -2.140 -0.923 0.273
H 0.294 -1.651 -1.076 0.190
```

***

C4H6O | ωB97M-V/def2-TZVPD

Kohn-Sham gap: 11.060 eV
Spin multiplicity: 1

Structure (XYZ):
```
11
Properties=species:S:1:pos:R:3:mulliken_charge:R:1
O 1.416 -0.010 0.769 -0.482
C 1.047 -0.029 -0.589 -0.427
C -0.377 -0.632 -0.722 -0.288
C -1.049 -0.088 0.454 -0.324
C -1.377 0.641 1.357 -0.209
H 0.720 0.496 1.236 0.270
H 1.060 0.982 -1.027 0.253
H 1.788 -0.639 -1.112 0.293
H -0.939 -0.282 -1.599 0.275
H -0.352 -1.726 -0.752 0.240
H -1.935 1.286 1.986 0.398
```

***

BrZr | ωB97M-V/def2-TZVPD

Kohn-Sham gap: 6.507 eV
Spin multiplicity: 1
Total charge: +3

Structure (XYZ):
```
2
Properties=species:S:1:pos:R:3:mulliken_charge:R:1
Zr 0.033 0.356 -1.349 2.331
Br -0.033 -0.356 1.349 0.669
```

***

C10H15BO2 | ωB97M-V/def2-TZVPD

Kohn-Sham gap: 6.574 eV
Spin multiplicity: 1

Structure (XYZ):
```
28
Properties=species:S:1:pos:R:3:mulliken_charge:R:1
B 1.010 0.134 -1.283 0.360
C 1.483 -1.024 -0.298 -0.265
C 1.685 -2.222 -0.882 -0.308
C 1.865 -2.460 -2.286 -0.510
C 1.816 -1.493 -3.185 -0.194
C 0.560 1.951 0.377 0.503
C 1.131 -0.267 -2.869 -0.716
C 1.692 2.654 0.970 -1.221
C -2.921 0.485 1.807 -0.984
C -1.705 -0.486 1.794 -0.800
C -0.755 -0.006 0.845 0.031
O 0.642 1.390 -0.934 -0.562
O -0.202 1.160 1.173 -0.196
H 1.503 -1.060 0.835 0.306
H 1.890 -3.018 -0.215 0.381
H 2.249 -3.452 -2.534 0.311
H 2.236 -1.487 -4.210 0.323
H 0.074 -0.484 -2.884 0.262
H 1.249 0.581 -3.551 0.359
H 2.553 2.426 0.410 0.420
H 1.937 2.134 1.925 0.343
H 1.540 3.708 1.058 0.289
H -3.080 0.814 0.698 0.259
H -3.787 0.125 2.324 0.416
H -2.665 1.519 2.375 0.184
H -2.004 -1.459 1.671 0.441
H -1.253 -0.539 2.785 0.255
H -0.963 -0.366 -0.169 0.315
```

***

C14H11I2IrN3O11PmS | ωB97M-V/def2-TZVPD

Kohn-Sham gap (alpha / beta): 5.219 / 3.040 eV
Spin multiplicity: 9
⟨S²⟩: 20.024
Total charge: +4

Structure (XYZ):
```
44
Properties=species:S:1:pos:R:3:mulliken_charge:R:1
I 3.210 -2.947 -0.956 0.453
I 4.559 -0.761 -0.630 0.561
Pm -0.102 0.992 0.019 1.302
Ir -0.100 -1.580 -1.474 0.820
S 1.286 -0.060 -2.500 0.036
C -1.614 -2.440 -2.151 0.377
C 0.324 -2.313 0.235 0.609
C 0.540 -0.017 -4.182 0.784
C 1.284 1.005 -5.042 -1.495
C -0.933 0.370 -4.074 -1.023
C 0.756 -1.418 -4.772 -1.266
C -2.258 2.679 0.980 0.187
C -1.378 2.844 -1.663 0.122
O 0.530 -2.795 1.279 -0.349
O -2.493 -3.064 -2.606 -0.252
O -2.841 3.617 1.317 -0.071
O -1.999 3.531 -2.350 0.008
H 0.859 0.948 -6.055 0.465
H 2.353 0.757 -5.094 0.456
H 1.143 2.026 -4.660 0.405
H -1.314 0.416 -5.105 0.495
H -1.038 1.359 -3.603 0.010
H -1.510 -0.378 -3.508 0.264
H 0.330 -1.404 -5.785 0.442
H 0.263 -2.199 -4.170 0.344
H 1.838 -1.618 -4.838 0.400
O -1.092 -0.243 7.521 -0.488
N -0.094 -0.491 6.810 0.895
O 0.924 -1.065 7.255 -0.498
C -0.095 -0.073 5.418 -0.521
C -1.253 0.481 4.841 -0.306
C -1.189 0.910 3.515 -0.053
C 0.124 1.157 2.952 0.653
O 0.311 1.996 1.988 -0.641
C 1.130 0.204 3.359 -0.032
C 1.038 -0.370 4.635 -0.185
N 1.916 -0.378 2.333 0.809
O 2.848 -1.140 2.599 -0.472
O 1.577 -0.158 1.093 -0.375
N -2.227 0.877 2.528 0.704
O -3.415 0.884 2.816 -0.330
O -1.831 0.386 1.335 -0.510
H -2.174 0.539 5.418 0.641
H 1.807 -1.069 4.970 0.627
```